Entry from the Open Molecules 2025 dataset: 2 unconnected molecules or ions with the total composition H4N2O2Si at a distorted geometry (ωB97M-V/def2-TZVPD).

Values from the calculation:
* multiplicity: 1

```
9
Properties=species:S:1:pos:R:3:forces:R:3
N 0.95137 0.14001 -1.17010 0.0 1.0 -1.1
H 1.23606 0.54277 -2.10041 -0.5 -0.8 1.9
N -0.34653 -1.04584 1.00081 1.1 1.4 -1.3
O -1.48912 -1.12815 1.38555 -0.4 -1.0 0.8
H -0.70640 2.31628 1.52788 0.8 -2.1 -1.7
H 1.52130 -0.55712 -0.75578 1.3 -0.6 -0.2
O 0.62112 -1.75998 1.24206 -1.2 0.4 0.0
H -1.49598 0.98402 -1.01494 0.9 -0.9 1.1
Si -0.29183 0.50802 -0.11507 -2.0 2.7 0.5
```
Forces are in eV/Å.

Entry from the Open Molecules 2025 dataset: a molecular structure, H4N2OS2 at a distorted geometry (ωB97M-V/def2-TZVPD).

Values from the calculation:
* multiplicity: 1

```
9
Properties=species:S:1:pos:R:3:forces:R:3
S -0.88318 1.12251 0.27415 -0.6 -1.3 -3.9
N -1.38704 0.26175 -0.97173 -1.7 1.2 1.7
H 0.92277 0.10828 1.52939 1.3 0.4 0.7
H 0.58722 -1.52307 1.23479 -0.4 1.8 -0.1
N 0.61940 -0.53915 0.84535 0.7 -3.4 0.2
H -2.39343 -0.17469 -0.95487 2.5 1.2 0.7
H 0.60304 -0.36709 -1.19623 -3.3 1.2 -3.1
O 0.32320 1.85370 -0.14914 -1.4 -0.2 0.8
S 1.60802 -0.74223 -0.61170 2.9 -0.9 3.1
```
Forces are in eV/Å.

Entry from the Open Molecules 2025 dataset: 2 unconnected molecules or ions with the total composition H4N2Si at a distorted geometry (ωB97M-V/def2-TZVPD).

Values from the calculation:
* multiplicity: 1

```
7
Properties=species:S:1:pos:R:3:forces:R:3
Si 0.85592 -0.03238 0.01978 -0.8 -1.3 1.8
H -1.08428 -1.29588 0.67486 -0.5 0.1 0.6
N -0.76768 -0.74987 -0.10544 2.0 1.4 -1.2
H -1.57673 1.51971 -1.13709 2.0 -1.4 2.2
N -0.70126 0.72110 0.18589 -2.5 0.4 -1.3
H 1.53107 -0.62062 1.36861 -0.5 1.1 -1.7
H 1.74297 0.45794 -1.00662 0.3 -0.3 -0.5
```
Forces are in eV/Å.

Entry from the Open Molecules 2025 dataset: 2 unconnected molecules or ions with the total composition H4N4 at a distorted geometry (ωB97M-V/def2-TZVPD).

Values from the calculation:
* SMILES: [H]/N=N\[H].[H]/N=N\[H]
* multiplicity: 1

```
8
Properties=species:S:1:pos:R:3:forces:R:3
N -1.37325 -0.08867 0.59350 0.2 -0.1 1.1
H 2.83606 0.52246 -1.02483 -0.4 0.0 -0.3
H -1.77177 -0.11152 1.56270 0.1 -0.1 -0.3
N 1.66947 -0.79981 -0.36757 -1.6 -0.4 1.8
H -3.08606 0.66888 0.17592 0.7 -0.2 0.0
N 2.31595 -0.34711 -1.28967 1.2 0.8 0.2
N -2.14854 0.38698 -0.21843 -1.0 0.4 -0.7
H 1.55813 -0.23122 0.56838 0.8 -0.5 -1.8
```
Forces are in eV/Å.

Entry from the Open Molecules 2025 dataset: H4N4O2 in the gas phase at a distorted geometry (ωB97M-V/def2-TZVPD).

Values from the calculation:
* SMILES: N/N=[N+](\[O-])ON
* multiplicity: 1

```
10
Properties=species:S:1:pos:R:3:forces:R:3
H 0.75078 1.92693 0.76708 0.3 0.8 0.2
N -0.11852 0.04414 0.04500 -0.5 0.8 -1.9
O 0.54024 -0.13989 1.05487 0.4 -0.6 0.9
H 0.14761 -2.73869 -0.60515 -2.3 2.2 0.9
N -0.23076 1.05601 -0.65870 0.0 0.5 -0.6
N -0.70458 -2.20348 -0.07141 3.0 -2.5 0.5
H -0.25754 -2.05371 0.86009 -0.7 -0.3 -0.4
N 0.54570 2.06332 -0.21533 -0.1 1.0 -0.5
O -0.96441 -0.94554 -0.53855 -0.2 -0.2 -0.2
H 0.29147 2.99091 -0.63791 0.3 -1.6 1.1
```
Forces are in eV/Å.

Entry from the Open Molecules 2025 dataset: 2 unconnected molecules or ions with the total composition H4N5 at a distorted geometry (ωB97M-V/def2-TZVPD).

Values from the calculation:
* net charge: +1
* multiplicity: 1

```
9
Properties=species:S:1:pos:R:3:forces:R:3
H 0.38780 2.70064 -0.05654 0.3 1.1 -0.2
N -0.82770 -3.21009 1.97254 0.2 1.0 -0.6
N 0.08093 -0.26900 -0.32081 0.0 -0.4 0.0
N 0.44277 1.85055 -0.57047 -0.5 -1.3 -1.9
H -0.03765 -1.09724 0.42530 0.1 1.6 -2.3
N -0.60630 -2.31570 1.38048 -0.2 -1.4 1.0
H 0.29287 1.73725 -1.65464 0.3 0.7 2.7
N 0.33490 0.84958 0.21584 -0.4 -0.4 -0.8
H -0.06762 -0.24601 -1.39170 0.2 -0.9 2.1
```
Forces are in eV/Å.

Entry from the Open Molecules 2025 dataset: 2 unconnected molecules or ions with the total composition H4N5 at a distorted geometry (ωB97M-V/def2-TZVPD).

Values from the calculation:
* net charge: +1
* multiplicity: 1

```
9
Properties=species:S:1:pos:R:3:forces:R:3
N 0.05652 0.31919 0.21863 2.3 5.8 -1.4
H 1.01411 0.19615 0.55319 -0.5 -1.0 0.0
N 3.80803 0.25925 -0.12440 -1.1 -0.2 0.1
H 0.03902 1.35026 -0.20799 -1.2 -2.6 0.8
H -2.49897 -1.34417 0.08645 0.2 -0.9 0.1
H -2.49972 0.27290 -0.58977 2.2 -1.9 1.2
N -1.90372 -0.57811 -0.15288 -5.0 3.5 -2.6
N -0.74509 -0.58893 0.21137 1.2 -2.8 2.0
N 2.72983 0.11346 0.00542 1.9 0.2 -0.1
```
Forces are in eV/Å.

One value per record, in order, for energy relative to the best compared isomer or geometry (same formula, charge and spin): 76.0 34.2 116.9 84.7 33.7 1.6 9.9 kcal per mole.
One value per record, in order, for electronic energy: -551.69449 -983.42052 -401.19418 -221.27765 -371.68288 -275.88501 -275.87179 hartree.